1.
Density functional theory data (the ωB97M-V functional and the def2-TZVPD basis) for a 4-piece molecular cluster, C15H44BNO13P4S overall at a distorted geometry.

Element x y z (Å)
C (-6.8797, 0.6579, 2.4047)
C (-3.7833, 0.1066, -0.1573)
H (6.2778, 2.8953, 2.5455)
H (-5.8573, 1.2460, -2.0877)
C (-0.5212, 0.6857, 0.5561)
H (-2.8138, -3.5250, 0.0807)
H (5.2169, -0.3426, 1.7344)
H (6.5649, -2.3684, -1.3193)
H (-0.5848, -1.4718, 0.3828)
H (-6.1138, 0.5320, 3.1658)
H (-6.1928, 0.7445, -3.7691)
O (-6.6454, 3.9947, -3.4946)
H (8.3011, -3.9009, 2.6053)
H (-6.8008, -0.2112, -2.4052)
O (-7.9589, 2.5978, -4.8966)
P (6.3480, -4.4573, 0.8268)
H (5.3820, -7.7434, 1.6075)
C (6.8304, 2.3537, 1.7779)
H (-7.6210, 1.3801, 2.7452)
H (-6.8793, 4.7767, -5.4094)
C (7.4039, -2.4613, -0.6296)
H (7.4852, 3.0446, 1.2448)
H (0.3168, 0.8957, -0.1088)
P (-3.1711, -2.1981, 1.8128)
H (-7.7329, 5.6613, -4.1104)
H (1.0312, 1.1154, 1.9364)
H (3.5845, -1.0100, 1.6569)
B (-2.6688, -0.8080, 0.4877)
H (-7.3849, -0.2890, 2.2262)
C (5.9898, -6.8611, 1.7971)
H (9.3974, -5.2586, 2.2505)
H (7.0383, -7.1498, 1.8288)
P (4.4202, 2.2585, 0.7032)
H (-3.7096, -0.0716, -1.2364)
O (5.9475, 1.6991, 0.8700)
O (6.9592, -2.8914, 0.6729)
H (-7.0170, 1.5953, 0.5011)
H (9.4620, -3.7914, 1.2598)
O (5.7035, -4.0910, 2.1291)
O (3.7405, 2.6022, 1.9906)
C (5.5313, 4.2196, -0.7986)
C (-6.2275, 1.1351, 1.0942)
H (-1.1828, 1.5504, 0.4995)
O (3.8229, 0.7386, 0.5956)
H (5.9450, 5.2167, -0.6693)
C (-9.1595, 1.9909, -5.3684)
H (-2.2019, -2.4141, 3.8493)
C (-6.8319, 5.1121, -4.3766)
C (-1.1752, -0.6197, 0.0348)
H (6.3312, 3.5455, -1.1169)
H (-9.0389, 0.9073, -5.4121)
H (-5.9629, 5.7511, -4.2439)
P (-7.8689, 3.0106, -3.3305)
O (-9.0812, 3.6780, -2.8516)
H (-0.5348, 1.0803, 2.7183)
H (-5.4623, 1.8693, 1.3372)
C (0.0790, 0.5850, 1.9710)
H (-1.1018, -0.6187, -1.0578)
H (-9.3463, 2.3636, -6.3739)
H (4.7563, 4.2569, -1.5638)
S (-5.5165, -0.2969, 0.2504)
H (0.3173, -0.4396, 2.2433)
H (7.4406, 1.5813, 2.2441)
H (5.6887, -6.4013, 2.7358)
H (-10.0072, 2.2368, -4.7290)
C (8.8011, -4.4589, 1.8139)
O (7.8580, -5.0726, 0.9373)
H (8.1416, -3.1561, -1.0411)
H (7.8701, -1.4860, -0.5101)
C (4.1605, -0.0910, 1.7429)
O (4.9896, 3.8140, 0.4691)
H (-3.5774, 1.1570, 0.0571)
O (5.7351, -5.9721, 0.7068)
O (-7.8265, 1.5396, -2.7250)
C (-6.5892, 0.7932, -2.7514)
H (-1.0638, -1.9827, 2.7237)
O (-2.6405, -3.5990, 1.0242)
H (3.8914, 0.3985, 2.6745)
N (-2.0277, -1.8640, 3.0205)

Computed properties:
Orbital gap in Eh: 0.1959
2S+1: 1
Lowest unoccupied orbital energy in eV: -2.2
Structure (SMILES): CCCB(CSCC)P(N)O.COP(=O)(OC)OC.COP(=O)(OC)OC.COP(=O)(OC)OC
DFT total energy in eV: -93041.2533

=====

2.
Density functional theory data (the ωB97M-V functional and the def2-TZVPD basis) for a 2-piece molecular cluster, C4H14NO overall at a distorted geometry.

Element x y z (Å)
H (1.1097, -0.5453, 2.0369)
C (0.8687, 1.6146, -0.4342)
C (0.5956, -0.5604, 1.0339)
H (-2.9264, -0.9481, 0.1527)
C (0.7541, -2.0102, 0.6459)
N (-0.6732, 1.5212, -0.7223)
H (-0.5131, -0.4360, 1.0893)
H (1.0658, 2.4078, 0.2361)
H (0.1012, -2.3446, -0.0749)
H (-1.1441, 0.5839, -0.7733)
H (1.7458, -2.3525, 0.5738)
O (-2.2619, -0.5863, -0.3886)
H (1.7333, -0.3016, -0.8094)
H (-1.2377, 1.8437, 0.1280)
H (0.5432, -2.7273, 1.5735)
C (1.4025, 0.2178, 0.0062)
H (1.2995, 1.8759, -1.4501)
H (-0.8161, 2.0793, -1.4996)
H (2.2432, 0.5289, 0.7888)
H (-2.1217, -1.1924, -1.3174)

Computed properties:
Total charge: +1
Orbital gap in Eh: 0.4097
2S+1: 1
Lowest unoccupied orbital energy in eV: -3.5
Energy above the lowest of the compared OMol25 structures with the same formula, charge and spin in kcal/mol: 60.4
DFT total energy in eV: -7904.3335

=====

3.
Density functional theory data (the ωB97M-V functional and the def2-TZVPD basis) for C6H10I2NO as an isolated structure at a distorted geometry.

Element x y z (Å)
H (4.0464, 1.7973, -2.5654)
H (4.1016, 0.3427, -1.6716)
H (1.7429, -2.3285, 2.6504)
H (4.6426, 0.4530, -3.3125)
H (-0.1733, 0.7752, 3.6815)
H (-3.6144, -0.7926, -1.1834)
C (-1.8459, -0.0418, -1.8473)
H (0.8741, -0.6081, 1.0634)
C (1.0397, -1.5371, 2.9789)
H (0.7972, -1.5645, 4.0087)
I (-1.3494, -1.7770, -2.8372)
C (-3.3123, 0.1840, -1.5970)
H (-3.8051, 0.2381, -2.5789)
H (-3.5174, 1.0641, -0.9433)
N (3.9610, 0.7334, -2.5490)
O (-2.2298, 1.1127, 1.3172)
C (-0.3123, 0.3219, 2.6886)
I (-0.3975, 1.3918, -1.4273)
C (0.6777, -0.5552, 2.1694)
C (-1.3261, 0.7907, 1.9548)

Computed properties:
Total charge: +1
Orbital gap in Eh: 0.1660
2S+1: 1
Lowest unoccupied orbital energy in eV: -6.7
Energy above the lowest of the compared OMol25 structures with the same formula, charge and spin in kcal/mol: 13.7
DFT total energy in eV: -26111.7666